No. 1
C6H11N2 | ωB97M-V with the def2-TZVPD basis set

XYZ file:
```
19
Properties=species:S:1:pos:R:3:forces:R:3:lowdin_spin:R:1
C -1.853520 0.446438 0.372495 -4.0900 -2.3286 -1.9222 0.312
C -0.786669 1.102881 0.775778 1.2479 1.7575 2.2583 0.226
C 0.671864 -0.777232 0.253577 0.4822 3.0644 -0.0941 0.425
C -1.580820 -0.741363 -0.595688 -1.1609 -1.5384 1.1349 0.158
C 0.565026 0.775049 0.393390 2.2485 -1.7343 0.7108 0.107
C 1.061432 1.435573 -0.901714 0.6434 -1.2254 0.5105 0.068
N -0.388333 -1.456414 -0.149975 -5.9405 -3.6024 -2.4484 0.282
N 1.704744 -1.476672 0.704742 1.3612 0.5786 0.7803 0.243
H -2.938596 0.649532 0.645163 1.6201 0.0492 -0.5830 0.018
H -0.941185 1.801109 1.592917 0.1214 0.0440 0.0979 0.014
H -2.524086 -1.478571 -0.895985 2.7093 1.9966 1.1255 0.002
H -1.415083 -0.081975 -1.493388 0.3608 -0.2219 -0.1450 0.079
H 1.289031 1.016648 1.230481 -0.8147 0.1981 -0.8112 0.013
H 1.297153 2.429038 -0.715481 0.3988 2.0026 0.2700 0.004
H 0.301465 1.383454 -1.616537 -1.1230 -0.0282 -1.3260 0.003
H 1.942536 0.934484 -1.289522 0.0849 -0.1440 0.0853 0.002
H -0.645709 -2.505677 0.013523 1.2980 2.4893 0.1782 0.021
H 2.551206 -1.001458 0.928732 0.4260 -0.0285 0.2491 0.009
H 1.689540 -2.454841 0.747483 0.1265 -1.3287 -0.0708 0.013
```
Positions in Å, forces in eV/Å.

⟨S²⟩ ... 2.007
Net charge ... +1
Multiplicity ... 3
Relative energy (zero: lowest compared OMol25 entry of this formula, charge and spin) ... 183.67 kJ/mol
Gap between HOMO and LUMO (spin up / spin down) ... 5.94 / 5.23 eV
E ... -9368.2542 eV

=====

No. 2
C4H5NO | ωB97M-V with the def2-TZVPD basis set

XYZ file:
```
11
Properties=species:S:1:pos:R:3:forces:R:3:nbo_charge:R:1
O -1.125171 -2.239231 0.650544 0.0592 0.1624 -0.2390 -0.617
C -0.428742 -1.262181 0.468768 -0.1046 -0.3474 -0.0054 0.464
C 0.925470 -0.887724 0.388848 -0.0461 -0.5760 -0.3608 -0.440
N 0.609658 0.554427 0.268420 0.7741 -0.3143 0.6614 -0.403
C -0.204677 0.868004 -0.930704 0.0417 -0.0187 -0.2864 -0.208
C -0.830891 0.259300 0.283727 -0.4533 -0.0890 0.2087 -0.139
H 1.140595 0.957070 1.039664 -0.6172 1.5356 -0.7682 0.458
H 1.849950 -1.239742 -0.049345 -0.2089 -0.2721 0.1237 0.207
H 0.063144 0.219481 -1.763506 -0.0067 0.1147 0.2221 0.234
H -0.465942 1.892076 -1.198512 0.2715 -0.0464 0.3746 0.223
H -1.533396 0.878521 0.842096 0.2904 -0.1489 0.0692 0.221
```
Positions in Å, forces in eV/Å.

Relative energy (zero: lowest compared OMol25 entry of this formula, charge and spin) ... 412.12 kJ/mol
Gap between HOMO and LUMO ... 8.25 eV
E ... -7762.2551 eV
SMILES ... [O-]C1=C[N@H+]2C[C@@H]12

=====

No. 3
C20H36Cl2CoN2O4P | ωB97M-V with the def2-TZVPD basis set

XYZ file:
```
66
Properties=species:S:1:pos:R:3:forces:R:3:lowdin_spin:R:1
O 1.363940 -3.821084 -3.511778 -0.0311 -2.3050 -0.3295 0.003
C 1.330606 -5.045493 -3.515902 0.1615 1.3767 0.0137 0.002
C 0.329461 -5.881863 -4.257403 -0.5453 0.2352 -0.3680 0.000
C -0.654844 -5.244562 -5.040755 -0.0815 -0.3817 -0.0120 0.000
H -0.659661 -4.151006 -5.115072 0.0494 -0.4746 0.1558 0.000
C -1.616346 -6.011654 -5.711344 0.3075 -0.1435 0.1869 0.000
H -2.384327 -5.511648 -6.315055 0.3419 -0.2804 0.2869 0.000
C -1.591390 -7.415347 -5.606881 0.2850 0.3828 0.1782 0.000
H -2.344638 -8.006729 -6.129133 0.2108 0.1210 0.1601 0.000
C -0.601793 -8.049039 -4.839329 -0.2464 0.2772 -0.2466 0.000
H -0.584416 -9.136892 -4.766448 0.0037 0.2865 -0.0090 0.000
C 0.354793 -7.283712 -4.174222 0.0078 0.4968 0.0061 0.000
H 1.135531 -7.758661 -3.577022 -0.2228 0.0660 -0.1126 0.000
H 2.084364 -5.654585 -2.957096 -0.1838 0.3186 -0.0523 0.000
C -1.318215 -2.524156 1.464739 -0.3552 0.0073 0.5005 0.014
C -0.674204 -1.248401 1.806286 1.3045 1.2722 -0.9719 0.084
H -1.842740 -2.953288 2.319523 -0.3282 -0.5824 0.1015 0.004
H -0.520946 -3.184321 1.118512 -0.1544 -0.2440 -0.0223 0.001
H -1.999201 -2.368705 0.626903 -0.1290 -0.1962 -0.0023 0.001
C -0.477324 -0.667173 2.983158 0.1118 -0.5459 0.5318 0.017
C -1.041325 -0.991719 4.346236 0.1538 -0.4735 -0.2427 0.005
H 0.191139 0.192530 3.020555 -0.1518 0.1084 -0.0377 0.003
H -1.601904 -1.928413 4.286548 -0.0637 0.0029 0.2831 0.000
H -1.723150 -0.205573 4.711346 0.1195 -0.0900 0.0164 0.001
H -0.216648 -1.107561 5.065511 -0.2708 -0.0126 0.1678 0.000
Co -0.049031 -0.204107 0.039112 -0.6309 0.4437 2.6463 2.628
Cl -1.964230 0.050773 -1.035835 -1.5659 0.4809 -0.9776 0.070
Cl 0.805073 -1.803238 -1.088937 1.3448 -1.9561 -1.4923 0.078
H 0.338181 -0.062306 -5.040258 0.0930 -0.0369 0.0489 0.000
H -1.168700 1.822557 -5.393542 -0.0953 0.0505 0.0400 0.000
C 0.123982 -0.077713 -3.965086 -0.1194 -0.0032 0.0341 0.001
C -1.418105 1.801118 -4.326483 0.2307 -0.0191 0.0028 0.001
N -0.293955 1.260239 -3.585793 -0.1190 0.4484 -0.0532 0.003
H 0.998093 -0.387605 -3.395207 -0.1570 0.0343 0.0484 0.000
C 0.107482 1.896095 -2.471398 0.7649 -1.0641 1.4107 0.006
O 0.855768 1.446126 -1.582693 -0.5971 1.0025 -1.6455 0.009
H -1.611070 2.820918 -3.979331 -0.0920 -0.1813 -0.1214 0.000
H -0.316363 2.914136 -2.385823 0.0028 -0.1571 -0.0450 0.001
H -0.682800 -0.796366 -3.780110 0.1533 0.1002 0.1740 0.000
H -2.319516 1.188820 -4.183049 0.2005 0.1042 0.1103 0.001
H 4.821881 1.649582 2.218442 -0.1130 -0.0121 0.0372 0.000
H 5.923940 0.883400 0.005145 -0.0185 -0.1086 -0.0685 0.000
C 4.252241 0.713007 2.195821 0.1745 -0.0545 -0.2724 0.001
C 5.299211 -0.015124 0.070394 -0.3986 0.0708 0.2074 0.001
N 4.082073 0.282949 0.812442 0.8507 0.0860 0.4688 0.004
H 3.280288 0.851673 2.672395 0.1350 -0.1116 -0.2112 0.000
C 2.875030 0.113873 0.277761 -2.8071 0.3370 0.8164 0.007
O 1.807110 0.347912 0.910449 2.6734 0.0628 -1.0394 0.027
H 5.033987 -0.354073 -0.935022 0.0844 0.0501 0.1894 0.000
H 2.855618 -0.267449 -0.755184 -0.1024 0.1169 0.2567 0.001
H 4.836392 -0.038935 2.739753 -0.1561 0.0446 0.0058 0.000
H 5.867845 -0.797843 0.586915 -0.0341 0.0515 -0.1398 0.000
C -1.974389 3.173724 3.607023 -0.3545 0.3338 0.3654 0.002
P -0.979206 2.860843 2.149667 0.1329 -4.4158 -1.5257 0.004
C -1.766920 3.863485 0.889916 0.1583 1.1108 -0.1933 0.000
C 0.720604 3.064183 2.751513 0.6988 1.0890 0.1677 0.001
O -1.066944 1.448417 1.583303 -0.0966 2.7391 0.6169 0.017
H -2.132809 2.222516 4.149729 0.2017 0.5258 -0.2029 0.000
H -2.944464 3.562659 3.243448 0.3810 -0.1447 0.5085 0.000
H -1.430483 3.921844 4.221408 -0.6965 -0.3938 -0.1038 0.000
H -2.001384 4.884139 1.192856 -0.0024 0.1632 -0.0408 0.000
H -1.224575 3.869997 -0.054523 0.1775 -0.0886 0.1274 0.000
H -2.699343 3.317514 0.706426 0.1890 -0.0283 0.1471 0.000
H 1.164714 2.089771 2.997128 -0.6764 0.0078 -0.2570 0.000
H 1.416347 3.517687 2.037962 -0.2538 0.0369 -0.0583 0.000
H 0.720306 3.666626 3.667414 0.1462 0.0634 -0.1638 0.000
```
Positions in Å, forces in eV/Å.

⟨S²⟩ ... 3.759
Net charge ... -1
Multiplicity ... 4
Relative energy (zero: lowest compared OMol25 entry of this formula, charge and spin) ... 68.28 kJ/mol
Gap between HOMO and LUMO (spin up / spin down) ... 4.08 / 5.04 eV
E ... -104456.5899 eV

=====

No. 4
CH7O2 | ωB97M-V with the def2-TZVPD basis set

XYZ file:
```
10
Properties=species:S:1:pos:R:3:forces:R:3:lowdin_spin:R:1
O -0.861474 -0.704346 1.571441 -5.7869 4.1463 -1.3960 0.385
H -0.367484 -1.438733 1.677667 2.9646 -5.0365 1.1218 0.008
H -1.928484 -0.997213 1.614629 3.2398 0.9364 -0.2500 -0.002
H -0.274881 0.008787 0.416105 0.0089 0.9224 0.5897 -0.007
C 0.497278 0.258134 -1.620500 -1.8427 -1.5400 1.2421 0.144
O 0.455036 0.691166 -0.129994 0.8710 -2.5531 -1.0778 0.352
H 0.844750 1.073082 -2.274201 0.4582 0.5763 0.0821 0.058
H 1.215004 -0.639625 -1.793608 -0.2130 1.1288 0.5171 0.061
H -0.574621 -0.055369 -1.827816 1.3162 0.7393 0.1430 0.003
H 1.353552 0.605714 0.378651 -1.0161 0.6800 -0.9720 -0.001
```
Positions in Å, forces in eV/Å.

⟨S²⟩ ... 0.760
Net charge ... +2
Multiplicity ... 2
Relative energy (zero: lowest compared OMol25 entry of this formula, charge and spin) ... 166.94 kJ/mol
Gap between HOMO and LUMO (spin up / spin down) ... 15.58 / 5.32 eV
E ... -5218.5644 eV

=====

No. 5
C2Br2O2 | ωB97M-V with the def2-TZVPD basis set

XYZ file:
```
6
Properties=species:S:1:pos:R:3:forces:R:3:nbo_charge:R:1
C -1.213366 0.152105 0.698261 -1.4081 0.2511 -1.6314 0.382
C 2.827903 -0.406734 -0.456338 -0.4409 2.1500 -3.5753 0.514
O -0.575239 0.812932 1.398963 0.8261 -0.0191 0.8931 -0.462
O 2.707406 0.189086 -1.447130 0.4236 -2.1513 3.5845 -0.514
Br -2.733278 0.889396 -0.300967 0.0743 0.1586 0.3064 -0.006
Br -1.013424 -1.636787 0.107209 0.5250 -0.3893 0.4226 0.086
```
Positions in Å, forces in eV/Å.

Relative energy (zero: lowest compared OMol25 entry of this formula, charge and spin) ... 11.70 kJ/mol
Gap between HOMO and LUMO ... 10.45 eV
E ... -146253.1352 eV

=====

No. 6
C7H15N2 | ωB97M-V with the def2-TZVPD basis set

XYZ file:
```
24
Properties=species:S:1:pos:R:3:forces:R:3:nbo_charge:R:1
C -0.380260 1.732318 -0.512369 0.1533 -1.2424 -1.0174 -0.059
C -1.530618 0.999005 -0.582643 4.2562 0.4447 0.4947 -0.002
C 0.916901 -0.262801 -0.427862 0.6176 -0.7565 -1.5631 0.482
C 1.766310 -1.186906 0.400122 -1.1858 3.0446 3.1783 -0.690
C 0.778281 -0.533730 -1.916329 -1.0887 -2.0162 0.1651 -0.685
C 1.396366 1.665210 0.988710 -1.1051 2.8823 0.7250 -0.434
C -2.494380 -0.797524 0.650976 -1.2701 -1.2798 -3.2606 -0.405
N 0.765563 0.984019 -0.136402 0.1527 1.8891 0.8560 -0.369
N -1.443324 -0.332007 -0.301502 -0.3459 -3.4656 -1.4268 -0.600
H -0.136730 2.782650 -0.599850 -0.8601 0.0171 -0.0658 0.245
H -2.406999 1.440302 -0.364334 -3.1435 1.7679 -0.1156 0.209
H 1.136382 -1.399322 1.328543 0.8229 0.1622 -0.9646 0.261
H 2.683829 -0.666268 0.809021 -0.8843 -0.8043 -0.7298 0.258
H 1.963052 -2.090754 -0.031470 0.6826 -2.1317 -1.4120 0.250
H 0.005710 0.086043 -2.427650 1.1177 -0.1423 0.3619 0.253
H 0.500066 -1.632541 -2.168667 0.8872 1.7025 0.5041 0.241
H 1.826883 -0.304243 -2.157276 -0.4025 -0.2607 -0.9488 0.269
H 1.592638 2.806765 0.662480 -0.1911 -2.7210 0.6324 0.243
H 0.547086 1.761871 1.758787 1.8291 -0.3056 -0.4847 0.234
H 2.327572 1.207419 1.326659 -0.4398 0.1528 0.0423 0.236
H -3.091388 -1.673320 0.099018 1.2196 1.7534 1.6715 0.219
H -1.985379 -1.127667 1.531954 -0.3143 -0.1027 0.7547 0.218
H -3.182364 0.062656 0.733844 0.1798 -0.7425 0.7680 0.212
H -1.244857 -1.058166 -1.088348 -0.6877 2.1545 1.8353 0.418
```
Positions in Å, forces in eV/Å.

Net charge ... +1
Relative energy (zero: lowest compared OMol25 entry of this formula, charge and spin) ... 298.76 kJ/mol
Gap between HOMO and LUMO ... 9.77 eV
E ... -10473.1993 eV
SMILES ... CN/C=C\[N+](C)=C(C)C

=====

- The lowest relative energy (zero: lowest compared OMol25 entry of this formula, charge and spin) belongs to which entry?
  C2Br2O2